Molecular formula: C2H4NOP
Method: DFT, the ωB97M-V functional and the def2-TZVPD basis

Element x y z (Å)
C  -0.13423  1.63053  -0.07901
C  -0.22466  -0.62288  -0.53914
N  1.17519  1.44400  -0.11838
O  -0.96670  0.70008  -0.19627
P  1.55895  -0.20938  -0.13653
H  -0.52538  2.55083  -0.28531
H  -0.62153  -1.54219  -0.01022
H  -0.45714  -0.72201  -1.58834
H  1.25201  -0.47744  1.17834

Properties
Structure (SMILES): C1=NPCO1
Total energy: -549.90189 Eh
Molecular weight: 89.0 g mol⁻¹
ΔE to the lowest compared entry with this formula, charge and spin: 1.053 eV
Orbital gap: 10.1628 eV
Strongest force on any atom: 0.121 hartree/bohr

These are the Mulliken partial charges, in e, on atoms 1 to 6:
1 C 0.10
2 C -0.34
3 N -0.48
4 O -0.33
5 P 0.08
6 H 0.41

Molecular formula: OS2
Method: DFT, the ωB97M-V functional and the def2-TZVPD basis

Element x y z (Å)
O  -1.61594  -0.26010  -0.00256
S  1.52751  -0.46678  0.00128
S  0.08842  0.72689  0.00128

Properties
Total energy: -871.47095 Eh
Molecular weight: 80.1 g mol⁻¹
ΔE to the lowest compared entry with this formula, charge and spin: 3.086 eV
Orbital gap (alpha / beta): 6.9907 / 6.9741 eV
Strongest force on any atom: 0.141 hartree/bohr

Charges obtained by Mulliken population analysis, quoted in units of e:
1 O -0.45
2 S 0.05
3 S 0.40

Molecular formula: C14H6Cl5F5NiO2S2
Method: DFT, the ωB97M-V functional and the def2-TZVPD basis

Element x y z (Å)
Ni  0.16110  0.43104  -0.50977
F  0.34590  -4.60413  4.35906
C  0.53394  -3.98183  3.17662
C  0.10962  -2.67118  2.99686
F  -0.48696  -2.03709  4.01621
C  0.31057  -2.05627  1.78173
F  -0.09631  -0.79882  1.61414
C  0.93408  -2.68659  0.68903
S  1.14448  -1.82760  -0.81688
C  1.33953  -3.99513  0.91977
F  1.94864  -4.70359  -0.05191
C  1.14791  -4.63674  2.13288
F  1.56197  -5.91087  2.30255
C  1.92697  0.06299  -4.60972
S  1.13844  0.26131  -2.97945
C  -0.39245  0.91506  -3.67161
O  1.89424  1.32587  -2.29878
H  1.96176  1.03379  -5.10673
H  1.35999  -0.65649  -5.20124
H  2.93580  -0.30903  -4.43952
H  -0.81740  0.13306  -4.29918
H  -0.17469  1.81491  -4.25143
H  -1.04170  1.16129  -2.83104
Cl  -3.10770  0.57650  -0.17253
C  -2.18303  1.77254  0.71146
C  -0.71474  1.78451  0.47596
C  -0.03371  2.76763  1.37225
Cl  1.70850  2.78320  1.33179
C  -0.70752  3.62835  2.18174
Cl  0.17011  4.79243  3.15076
C  -2.12142  3.62362  2.27890
Cl  -2.95941  4.73412  3.33856
C  -2.82159  2.65420  1.53461
Cl  -4.56373  2.59955  1.69269
O  -0.41117  2.01939  -0.81780

Properties
Total charge: -2
Total energy: -5792.46159 Eh
Molecular weight: 601.3 g mol⁻¹
ΔE to the lowest compared entry with this formula, charge and spin: 0.933 eV
Orbital gap (alpha / beta): 4.1816 / 4.0243 eV
Strongest force on any atom: 0.054 hartree/bohr

These are the Mulliken partial charges, in e, on atoms 1 to 6:
1 Ni -0.20
2 F -0.34
3 C 0.60
4 C -0.39
5 F -0.31
6 C 0.27

Molecular formula: C2H10ClN4
Method: DFT, the ωB97M-V functional and the def2-TZVPD basis

Element x y z (Å)
C  0.37394  0.35992  1.12491
C  0.78009  -1.67466  -1.13582
N  -0.16460  1.32587  1.80736
N  0.31527  -2.65552  -1.84977
N  2.01283  -1.33813  -1.12945
N  -2.28894  2.52278  0.70247
Cl  2.01180  0.05325  1.80498
H  0.09255  -1.19700  -0.45052
H  -1.06849  1.70774  1.39787
H  0.27193  1.86184  2.63636
H  -0.63875  -3.03555  -1.67627
H  0.64892  -3.26591  -2.66460
H  2.65030  -1.98998  -1.49922
H  2.34912  -0.57154  -0.56097
H  -3.16959  2.23692  1.06305
H  -2.04322  3.51497  0.65042
H  -2.13316  2.14501  -0.22079

Properties
Total charge: +1
Total energy: -761.01017 Eh
Expectation value of S²: 2.006
Molecular weight: 125.6 g mol⁻¹
Orbital gap (alpha / beta): 5.9690 / 7.9098 eV
Strongest force on any atom: 0.091 hartree/bohr
Multiplicity: 3

These are the Mulliken partial charges, in e, on atoms 1 to 6:
1 C 0.08
2 C 0.54
3 N -0.39
4 N -0.40
5 N -0.26
6 N -0.86

Molecular formula: C3H12O3
Method: DFT, the ωB97M-V functional and the def2-TZVPD basis

Element x y z (Å)
C  0.31837  0.67646  1.28531
C  -0.23925  -0.65483  0.84005
C  0.40591  -1.15102  -0.44527
O  -1.64482  -0.58242  0.59442
H  -0.31405  1.11083  2.05682
H  0.26815  1.35516  0.43626
H  1.34763  0.58240  1.59971
H  -0.08420  -1.43417  1.59182
H  1.49813  -1.15856  -0.34190
H  0.16779  -0.46897  -1.26168
H  0.01112  -2.11628  -0.69339
H  -2.08342  -0.35213  1.41994
H  3.39484  3.05606  -0.82716
H  3.82144  1.95696  -1.82015
O  4.13631  2.47524  -1.07490
H  -4.09206  -0.46742  -1.24113
H  -3.11435  -1.45490  -0.71790
O  -3.79754  -1.37241  -1.40086

Properties
Structure (SMILES): CC(C)O.O.O
Total energy: -347.20829 Eh
Molecular weight: 96.1 g mol⁻¹
ΔE to the lowest compared entry with this formula, charge and spin: 0.008 eV
Orbital gap: 11.3920 eV
Strongest force on any atom: 0.017 hartree/bohr

These are the Mulliken partial charges, in e, on atoms 1 to 6:
1 C -1.19
2 C 0.50
3 C -1.39
4 O -0.50
5 H 0.37
6 H 0.28

Molecular formula: C23H14F6NO4S2
Method: DFT, the ωB97M-V functional and the def2-TZVPD basis

Element x y z (Å)
F  5.47080  -0.04039  6.37403
C  4.72105  -1.07567  6.87496
F  5.36701  -2.22905  6.53628
F  4.78595  -0.97352  8.24457
C  3.29713  -1.02461  6.37207
C  2.61092  -2.17660  5.99913
C  1.33086  -2.08062  5.45793
C  0.69633  -0.82439  5.28538
C  -0.66302  -0.69003  4.72575
S  -1.68593  0.26651  5.80936
C  -3.16183  -0.69047  6.23236
C  -3.99930  -1.15244  5.21923
C  -5.21189  -1.77194  5.53261
C  -5.59072  -1.93127  6.86712
C  -4.74691  -1.48707  7.88812
C  -3.53330  -0.86857  7.57291
O  -1.04810  0.39384  7.09658
O  -2.15943  1.45414  5.11374
C  1.38947  0.32332  5.76088
C  2.66605  0.21934  6.29308
H  3.08329  -3.14845  6.11426
H  0.77662  -2.98772  5.19335
H  -1.18887  -1.63532  4.55788
H  -3.70904  -1.01161  4.18304
H  -5.86215  -2.11166  4.72239
H  -6.54283  -2.40787  7.10844
H  -5.03921  -1.61737  8.93482
H  -2.88982  -0.50600  8.37084
H  0.93216  1.31551  5.73772
H  3.18025  1.11004  6.63566
F  -1.51325  -0.95410  -5.79763
C  -1.39160  -1.10779  -4.44651
F  -2.41620  -1.88966  -4.00515
F  -0.22374  -1.76290  -4.18836
S  -1.42102  0.51912  -3.68060
N  -1.28341  -0.21048  -2.11331
C  -0.05646  -0.03800  -1.41798
O  1.01483  0.29912  -1.89517
C  -0.45724  -0.27402  -0.03135
C  -1.83334  -0.37965  0.05782
C  -2.50585  -0.25765  1.26137
C  -1.70274  -0.00677  2.37500
C  -0.30587  0.10033  2.28613
C  0.35083  -0.03772  1.06648
C  -2.43626  -0.22842  -1.27283
O  -3.59016  -0.08506  -1.61768
H  -3.58501  -0.34288  1.30403
H  -2.20744  0.12959  3.32299
H  0.31625  0.30273  3.16170
H  1.42418  0.03800  0.95712

Properties
Total charge: -1
Total energy: -2636.19204 Eh
Molecular weight: 546.5 g mol⁻¹
ΔE to the lowest compared entry with this formula, charge and spin: 0.000 eV
Orbital gap: 5.4892 eV
Strongest force on any atom: 0.063 hartree/bohr

These are the Mulliken partial charges, in e, on atoms 1 to 6:
1 F -0.27
2 C 0.82
3 F -0.29
4 F -0.26
5 C 0.25
6 C -0.66

Which formula does entry 3 have?
C14H6Cl5F5NiO2S2

Repeat the second record exactly.
Molecular formula: OS2
Method: DFT, the ωB97M-V functional and the def2-TZVPD basis

Element x y z (Å)
O  -1.61594  -0.26010  -0.00256
S  1.52751  -0.46678  0.00128
S  0.08842  0.72689  0.00128

Properties
Total energy: -871.47095 Eh
Molecular weight: 80.1 g mol⁻¹
ΔE to the lowest compared entry with this formula, charge and spin: 3.086 eV
Orbital gap (alpha / beta): 6.9907 / 6.9741 eV
Strongest force on any atom: 0.141 hartree/bohr

Charges obtained by Mulliken population analysis, quoted in units of e:
1 O -0.45
2 S 0.05
3 S 0.40

Number 3 is which compound?
C14H6Cl5F5NiO2S2